# 1
# C69H164F9N7O19P3S7

C69H164F9N7O19P3S7 as an isolated structure (ωB97M-V/def2-TZVPD, the Open Molecules 2025 dataset).

```
278
Properties=species:S:1:pos:R:3:forces:R:3
C -6.122368 -3.763838 -3.603772 -0.45 -0.72 -0.53
C -6.517736 -5.283031 -3.716425 0.73 0.62 -0.20
C -5.668627 -6.119627 -2.794664 0.85 0.88 0.59
C -5.877867 -7.597006 -2.647548 1.76 -0.11 -1.77
P -4.586859 -8.380812 -1.653075 -0.21 -1.26 -0.52
C -4.947011 -10.170303 -1.911568 1.29 -0.11 0.52
C -4.023483 -10.862940 -2.925986 -1.10 -1.23 1.36
C -4.409756 -12.344641 -3.158866 -1.50 -0.32 -0.39
C -4.541177 -13.380025 -1.990882 0.83 0.08 0.24
C -4.784261 -7.972804 0.059791 -0.71 0.46 -0.01
C -6.251316 -8.258937 0.406389 0.37 -1.42 -0.58
C -6.371567 -8.947691 1.725828 -2.11 -0.88 0.67
C -6.030566 -8.090995 2.905088 1.97 -0.78 0.77
C -2.854570 -8.133417 -2.069495 0.37 0.27 -0.54
C -2.257544 -6.779703 -1.676491 0.14 0.93 0.29
C -0.948040 -6.360777 -2.471122 -2.70 -2.41 1.16
C -0.444607 -5.111673 -1.983722 0.49 2.81 0.45
H -5.028979 -3.598247 -3.766116 -0.77 -0.25 0.38
H -6.462499 -3.352203 -2.623127 0.40 -0.10 -0.88
H -6.628377 -3.284657 -4.469041 0.18 0.17 0.85
H -6.416647 -5.578718 -4.775998 -0.19 -0.15 0.49
H -7.510855 -5.444293 -3.357024 -1.10 0.25 -0.35
H -5.824052 -5.716013 -1.782946 0.53 0.36 -0.15
H -4.637029 -5.955167 -3.137464 0.01 0.01 0.51
H -5.769161 -8.068833 -3.645539 -0.27 -0.10 0.42
H -6.785562 -7.903131 -2.204301 -1.22 -0.26 0.37
H -5.964372 -10.395060 -2.179531 -0.60 0.42 -0.12
H -4.778115 -10.649345 -0.955969 -0.05 -0.13 0.48
H -3.001320 -10.829538 -2.631535 0.88 0.17 0.41
H -4.114446 -10.352032 -3.835595 0.01 0.61 -1.64
H -3.690775 -12.690779 -3.909178 -0.13 -0.33 0.24
H -5.404408 -12.378841 -3.665056 0.63 0.28 0.08
H -5.254361 -13.139322 -1.161274 0.36 0.18 -0.93
H -3.533136 -13.428864 -1.496716 -0.87 -0.53 -0.37
H -4.876807 -14.387443 -2.407026 0.76 1.34 0.55
H -4.466611 -6.968191 0.291238 -0.04 0.61 -0.20
H -4.127903 -8.575049 0.660514 0.38 -0.67 0.15
H -6.618092 -9.051318 -0.263221 -0.06 0.42 -0.34
H -6.911774 -7.414951 0.283345 -0.04 0.44 0.14
H -5.848059 -9.906422 1.741846 0.69 0.26 -0.15
H -7.413568 -9.357675 1.760792 0.43 0.70 0.35
H -5.908982 -8.697806 3.808377 -0.40 0.02 -0.03
H -6.706640 -7.293757 3.126071 -0.41 0.57 -0.13
H -4.988979 -7.716452 2.774049 -0.69 0.28 0.00
H -2.667188 -8.313995 -3.125408 -0.27 -0.11 -0.27
H -2.342330 -8.951512 -1.554910 0.00 0.01 0.07
H -1.942268 -6.845041 -0.645555 -0.05 0.01 0.56
H -3.055701 -5.973664 -1.663616 1.11 -0.65 -0.37
H -1.232441 -6.376115 -3.478071 0.00 0.10 -1.80
H -0.182723 -7.077234 -2.267089 0.32 -1.08 -0.29
H -1.262074 -4.368953 -1.926783 0.48 0.00 0.02
H 0.342926 -4.724853 -2.665193 -0.24 -0.06 0.75
H -0.079856 -5.292475 -0.964903 0.24 0.49 -0.17
C -0.175070 9.113776 2.102750 -0.11 -1.14 0.16
C 1.021020 9.712247 2.812777 0.50 -0.41 -1.50
C 2.385179 9.073347 2.561486 0.50 0.83 0.04
C 2.547267 7.716999 3.190967 -0.35 -0.71 -0.30
P 4.288971 7.257423 3.046222 0.98 -2.59 0.60
C 5.367085 8.394766 4.023009 -0.46 -1.18 -1.75
C 4.959521 8.685888 5.445230 1.20 0.94 0.02
C 5.667298 10.028487 5.824112 -1.78 -0.02 0.43
C 5.719158 10.282492 7.334307 0.46 -0.94 -0.55
C 4.516288 5.503887 3.734161 -0.46 -0.22 -0.33
C 3.364434 4.485989 3.224081 1.35 0.20 -1.64
C 3.205768 3.238360 4.071380 -2.06 0.29 0.49
C 1.944597 2.387323 3.666618 1.17 1.14 0.19
C 4.760175 7.072085 1.256131 0.42 1.72 0.84
C 6.170745 6.525139 0.930000 -0.94 0.67 -0.79
C 7.122743 7.612416 0.428048 -0.62 -1.80 -0.59
C 8.288455 6.968781 -0.280299 1.20 0.43 0.06
H 0.079144 8.757812 1.110464 -0.13 0.31 -0.40
H -0.922564 9.872396 2.107196 -0.69 0.58 -0.60
H -0.696504 8.262530 2.581657 0.72 0.17 0.19
H 0.788364 9.761271 3.814602 -0.16 -0.32 2.66
H 1.049285 10.753886 2.584403 0.34 0.80 -0.72
H 3.201934 9.645275 3.035535 -0.55 0.63 -0.29
H 2.638030 9.031582 1.482219 -0.36 0.02 0.47
H 1.952669 6.980370 2.649009 0.09 -0.19 -0.03
H 2.175649 7.698676 4.225426 0.43 0.01 -0.10
H 5.416454 9.234465 3.338753 -0.27 0.89 0.34
H 6.373021 8.016528 3.898978 0.38 -0.50 0.33
H 5.132858 7.882912 6.149711 0.95 -0.37 0.00
H 3.909097 8.728807 5.529983 -1.49 0.81 -0.10
H 5.131415 10.815461 5.274077 0.18 -0.03 0.14
H 6.677469 10.021403 5.465407 0.59 -0.11 -0.34
H 6.316378 9.419232 7.647043 0.37 0.52 0.69
H 4.786918 10.148936 7.866403 -0.48 0.31 -0.16
H 6.176250 11.245892 7.581382 -0.01 -0.38 0.05
H 4.645029 5.576266 4.848708 -0.68 -0.10 -0.87
H 5.504535 5.116580 3.407875 -0.52 0.39 -0.06
H 3.563177 4.146631 2.146484 0.12 0.70 1.28
H 2.411732 5.007294 3.137875 -0.09 0.00 0.36
H 3.063244 3.665551 5.064401 0.22 -0.68 0.50
H 3.998634 2.532543 4.021780 1.22 -0.07 0.12
H 1.873102 1.464220 4.260673 0.09 0.31 -0.37
H 2.091849 2.216544 2.608523 -0.28 -0.67 -0.24
H 1.052911 2.984658 3.773685 -0.48 0.09 0.17
H 4.663810 8.077830 0.756562 -0.21 -1.00 0.46
H 4.012518 6.407874 0.871422 -0.69 -0.22 -0.29
H 5.982052 5.749942 0.186014 0.35 0.06 -0.19
H 6.679054 6.047271 1.730356 0.18 -0.59 1.00
H 7.406969 8.159635 1.275742 0.63 1.13 1.15
H 6.649551 8.266309 -0.287712 -0.37 0.35 -0.09
H 9.036721 7.765118 -0.453414 -0.12 -0.57 -0.15
H 7.912327 6.638964 -1.246896 0.33 -0.32 -0.07
H 8.809083 6.134316 0.259217 -0.68 0.69 -0.38
C -0.356547 -0.330653 -6.063028 -0.50 0.66 -0.05
C -0.963769 0.813111 -5.236343 -0.17 0.75 0.51
C -0.776393 2.172469 -5.949071 0.01 -0.94 -0.03
C -1.599478 3.181542 -5.239828 1.95 3.09 0.71
P -1.736418 4.870492 -6.016180 -1.85 -1.06 0.31
C -0.283953 5.802025 -5.878085 1.46 -0.29 1.02
C 0.911906 5.235282 -6.628105 0.60 0.14 -1.38
C 2.002622 6.312559 -6.741544 1.34 -0.32 -0.06
C 2.754154 6.364800 -5.398389 0.71 0.63 0.15
C -2.127406 4.685789 -7.785694 1.02 -0.97 0.80
C -3.467084 4.049584 -8.064365 0.68 -0.71 1.67
C -3.788977 3.736541 -9.481317 -1.73 1.28 -0.56
C -5.294358 3.410162 -9.510602 -0.41 1.68 -1.04
C -3.071741 5.657923 -5.019358 0.05 -1.04 -0.84
C -3.279182 7.162158 -4.985556 -1.30 0.01 -0.45
C -4.595250 7.502751 -4.218476 1.44 0.39 -0.36
C -5.156648 8.812249 -4.695355 0.16 0.95 1.13
H -0.786063 -0.257715 -7.087154 0.39 -0.30 0.60
H -0.506450 -1.341315 -5.670277 -0.10 0.28 0.02
H 0.710918 -0.129407 -6.119918 0.16 -0.23 -0.28
H -0.624562 0.922710 -4.174772 0.16 -0.35 -0.81
H -2.051384 0.794859 -5.119476 -0.06 -0.84 -0.16
H -1.143237 2.030498 -6.970538 0.36 0.16 -0.12
H 0.244653 2.542819 -5.917974 0.27 -0.38 -0.43
H -1.096106 3.452617 -4.272157 -0.43 -0.34 -0.53
H -2.561753 2.879329 -4.992164 -1.95 -0.65 0.29
H -0.036511 5.869001 -4.803699 -0.09 0.05 -0.23
H -0.459698 6.808773 -6.219987 -0.31 0.44 -0.20
H 0.665651 4.928320 -7.667073 -0.25 0.22 0.55
H 1.389034 4.330907 -6.188193 -0.57 0.67 0.11
H 1.650495 7.367591 -6.963074 0.12 -1.43 -0.23
H 2.698098 5.918428 -7.551300 -0.68 0.96 0.85
H 2.189277 6.949877 -4.647806 0.17 -0.55 -0.29
H 3.733906 6.882648 -5.462252 -0.52 -0.26 -0.25
H 2.952834 5.349517 -5.007906 -0.17 0.60 -0.15
H -1.250904 4.110365 -8.162174 -0.65 0.28 -0.04
H -2.073093 5.664178 -8.182039 0.18 1.18 -0.72
H -4.205865 4.743524 -7.714975 -0.58 0.50 0.21
H -3.571374 3.189575 -7.371516 -0.11 -0.04 -0.55
H -3.265758 2.933282 -9.922049 1.06 -0.77 -0.38
H -3.615486 4.682571 -10.045015 -0.01 -0.78 -0.02
H -5.514142 2.485731 -9.034847 -0.18 -0.69 0.79
H -5.756077 3.327892 -10.514614 0.60 0.14 0.34
H -5.804434 4.274800 -9.018337 0.02 -0.93 -0.21
H -2.874662 5.298537 -4.025498 0.20 -0.24 0.70
H -3.962356 5.074752 -5.346430 0.19 0.63 0.17
H -3.471954 7.537880 -6.012477 0.49 -0.11 0.45
H -2.435692 7.669805 -4.545120 0.39 0.19 -0.01
H -4.557247 7.363675 -3.137885 0.45 0.39 0.07
H -5.279890 6.790719 -4.530585 -1.50 -1.70 -0.60
H -6.121362 9.023994 -4.221390 0.21 0.12 -0.20
H -5.249285 8.828623 -5.751804 -0.54 -0.37 -1.11
H -4.479221 9.650182 -4.544076 0.05 0.15 0.58
C -4.760234 0.632484 4.433444 0.58 1.05 -1.84
N -5.814504 1.589417 3.873299 1.33 0.00 -0.01
C -6.891099 0.746349 3.232503 0.38 2.91 0.20
C -6.453254 2.413034 4.960315 -0.49 -0.67 -0.43
C -5.177553 2.565273 2.817805 -0.42 -0.78 -0.58
C -3.831420 3.167446 3.209264 0.14 1.95 0.58
O -2.702919 2.374557 3.086640 0.01 -0.82 1.35
H -3.856948 1.200212 4.681475 -0.35 -0.26 0.07
H -4.518992 -0.118433 3.650935 -0.13 0.44 0.51
H -5.202143 0.199633 5.274342 -0.52 -0.89 1.31
H -6.453915 0.135488 2.514792 0.69 -0.96 -1.52
H -7.537743 1.529887 2.866251 -0.61 -0.38 -0.71
H -7.414294 0.157540 3.920553 -0.51 -0.75 1.39
H -7.292523 2.940329 4.503408 0.01 -0.07 0.09
H -5.793526 3.158014 5.382211 0.40 -0.21 0.12
H -6.839115 1.699816 5.699139 0.20 0.44 0.00
H -5.895748 3.400602 2.741165 0.17 -0.50 -0.22
H -5.091372 2.004483 1.830951 -0.24 0.63 1.33
H -3.868219 3.606289 4.239685 0.02 -0.72 -0.53
H -3.590771 4.079257 2.612814 -1.05 -0.38 -0.01
H -2.555073 2.246957 2.166394 0.57 -0.35 -1.30
C 6.623067 -7.630750 6.615102 -0.54 2.66 -0.11
N 5.532796 -7.420313 5.562955 2.17 0.57 0.36
C 6.296495 -7.374307 4.259796 -0.19 0.75 -0.66
C 4.601384 -8.572689 5.537546 1.17 -0.94 -0.53
C 4.730116 -6.153685 5.898419 -0.40 0.00 -2.32
C 5.475853 -4.814272 5.803932 1.59 -0.76 0.22
O 6.346108 -4.679100 4.654103 -1.03 0.62 0.57
H 6.151612 -7.415059 7.559720 -0.19 -0.75 0.56
H 7.382115 -6.798033 6.554380 -0.62 -1.09 -0.50
H 7.045628 -8.595252 6.495826 0.35 -0.79 0.08
H 7.071486 -6.585680 4.279896 -0.87 -0.45 -0.01
H 5.609097 -7.254601 3.405422 0.19 0.25 0.52
H 6.797432 -8.310886 4.122048 0.12 -0.74 0.21
H 3.823291 -8.275574 4.881601 -0.83 -0.13 -0.58
H 4.206972 -8.739385 6.515396 -0.27 -0.09 0.61
H 5.124535 -9.491968 5.143856 -0.45 1.08 0.50
H 4.355727 -6.302455 6.891054 -0.25 -0.03 0.46
H 3.887026 -6.182819 5.176302 0.47 0.06 0.46
H 6.080027 -4.814889 6.737843 -0.04 0.68 -0.58
H 4.807883 -3.960816 5.783582 -0.50 -0.25 0.49
H 6.074400 -3.857859 4.196752 0.38 -0.58 0.03
C -0.110437 -0.911425 3.582529 -0.27 -1.27 -0.57
N 0.341594 -2.352561 3.547740 -0.90 0.38 0.88
C 1.814790 -2.255946 3.511500 -0.11 -1.12 0.34
C -0.095575 -3.041611 4.806196 -0.15 0.86 2.14
C -0.252114 -3.250052 2.514474 1.44 0.24 -1.95
C -0.268152 -2.684544 1.084583 0.06 1.02 -0.49
O 0.969711 -2.715560 0.382353 0.37 0.40 0.30
H 0.239655 -0.563504 4.528550 0.20 0.63 0.43
H -1.174148 -0.899043 3.531828 -0.89 0.10 -0.04
H 0.307939 -0.385862 2.734727 0.20 0.16 0.02
H 2.214035 -3.264327 3.638975 0.19 0.13 -0.14
H 2.087248 -1.629131 4.346881 0.30 0.06 0.13
H 2.146846 -1.798665 2.599994 -0.22 -0.15 -0.29
H 0.447203 -2.590399 5.688165 -0.85 0.07 -0.89
H 0.313065 -4.042766 4.842666 -0.40 -0.42 -0.47
H -1.238130 -3.007149 4.953215 1.95 -0.03 -0.45
H -1.279884 -3.404798 2.740198 -0.70 -0.36 0.56
H 0.390295 -4.162834 2.613917 -0.96 0.44 -0.38
H -0.623381 -1.617911 1.022618 0.48 -0.95 0.50
H -0.982408 -3.188348 0.445862 -0.57 -0.58 0.43
H 1.263259 -3.627009 0.322083 0.15 -0.19 0.02
C 3.313796 1.530588 -2.696901 0.44 -0.10 0.95
N 3.039035 0.064508 -2.699189 -1.12 -1.64 0.71
C 2.043419 -0.281770 -1.580555 0.16 1.39 -0.68
C 2.347567 -0.194769 -3.950986 0.75 -0.10 -0.95
C 4.182475 -0.924030 -2.451570 0.58 0.00 0.45
C 5.318965 -1.086051 -3.438943 -0.22 -0.15 -0.06
O 6.136767 0.062901 -3.401736 -0.55 0.34 -0.09
H 3.825379 1.718074 -1.729778 0.09 0.29 -0.86
H 2.328053 2.037681 -2.657253 0.78 -0.25 -0.31
H 3.888236 1.748262 -3.622840 -0.14 0.17 1.02
H 1.170176 0.384203 -1.713434 0.43 -0.56 0.11
H 2.584538 0.012705 -0.708264 -0.06 -0.16 0.96
H 1.794253 -1.336693 -1.591821 0.06 0.03 -0.04
H 1.371638 0.244365 -3.908889 -0.46 0.20 0.00
H 2.296422 -1.255378 -4.148636 -0.09 -0.25 -0.08
H 2.949851 0.321008 -4.693201 -0.24 -0.34 -0.60
H 3.753734 -1.928864 -2.289610 -0.28 0.63 -0.09
H 4.643034 -0.627478 -1.504535 -0.31 -0.03 -0.16
H 4.961974 -1.163646 -4.469901 -0.03 -0.48 0.01
H 5.828236 -2.047585 -3.117848 -0.37 1.15 -0.50
H 7.027103 -0.170291 -3.195091 0.93 -0.22 0.21
N 1.513963 -7.681250 5.402786 -0.55 0.04 -0.97
S 1.163616 -6.957801 4.024927 -3.92 -3.32 -0.12
O 2.231338 -6.241419 3.500089 2.50 2.33 -0.98
O -0.196311 -6.488533 3.823279 1.52 0.11 0.76
F 1.156670 -8.274048 3.068581 0.19 0.59 1.02
S 1.494507 -6.850577 6.723123 -1.09 -0.06 -0.29
O 1.382969 -5.451541 6.475791 0.01 0.86 0.07
O 2.474248 -7.341825 7.605267 1.10 -0.39 0.91
F 0.154684 -7.240645 7.451974 -0.01 0.06 -0.46
N 4.556527 -1.359543 0.563894 -1.00 0.63 1.74
S 5.122179 -2.747079 1.114451 -1.31 0.67 -0.63
O 5.765960 -2.659886 2.362846 0.73 -0.48 0.96
O 5.680069 -3.338329 -0.022848 0.93 -1.49 -1.07
F 3.800271 -3.607490 1.425031 0.34 0.34 -0.11
S 4.325099 -0.279681 1.712183 2.06 2.52 -0.65
O 3.920149 -0.734616 3.006715 0.34 0.40 -0.43
O 3.701042 0.933622 1.183365 0.76 -1.89 0.37
F 5.948723 0.192327 1.915737 -2.30 -0.37 0.00
N 0.464564 4.579756 -0.751849 -0.33 -0.38 -0.51
S 1.134993 5.553393 -1.776785 0.42 1.03 -1.64
O 1.608520 5.130133 -3.091565 -1.03 -0.59 2.06
O 1.991558 6.387062 -1.009501 0.27 0.33 0.09
F -0.088181 6.537546 -2.232899 0.34 -0.69 0.49
S -0.270470 3.237001 -1.087928 1.83 -2.11 2.35
O -0.574064 2.535667 0.155675 -0.26 1.40 -1.78
O 0.405726 2.404438 -2.066882 -1.30 1.05 -0.16
F -1.619171 3.737455 -1.689512 -0.54 -0.20 -0.48
C -3.594389 -0.865034 0.095168 -2.78 -1.48 2.01
F -3.790584 0.305934 0.792301 0.42 -0.16 -0.42
F -4.492083 -0.888191 -0.887461 -0.52 0.19 -0.40
F -2.433977 -0.857847 -0.468500 1.74 0.05 -0.12
S -4.064480 -2.323761 1.411597 3.40 0.18 -1.42
O -5.400811 -2.059552 1.753523 -2.83 0.60 -0.03
O -3.738023 -3.585189 0.776646 -0.40 0.44 -0.41
O -3.149638 -1.979583 2.471597 1.01 0.45 0.87
```
Forces are in eV/Å.

Computed properties:
Total charge: +3
2S+1: 1
Orbital gap: 9.805 eV
Electronic energy: -9249.53421 Eh
LUMO energy: -4.1578 eV

# 2
# C6H10O3

A single C6H10O3 molecule (ωB97M-V/def2-TZVPD, the Open Molecules 2025 dataset).

```
19
Properties=species:S:1:pos:R:3:forces:R:3
C -0.548182 -0.552366 -0.858976 -0.44 -0.14 -0.24
C 0.723481 1.465839 0.215252 -2.82 1.63 -0.25
C -1.154754 -1.390127 0.258233 -0.12 -0.29 1.00
C 0.844550 1.033692 1.662770 0.23 -0.43 0.24
C -0.712661 0.925696 -0.577124 2.82 1.64 -0.05
C 0.997394 -0.707587 -0.979980 0.43 -3.25 0.15
O -1.110158 -0.862902 -2.127978 0.19 -0.17 0.16
O -1.525776 1.719457 -0.973861 0.62 -1.25 0.68
O 1.630998 -1.554601 -0.349589 -1.03 2.04 -1.02
H -1.401827 -1.788509 -2.128403 0.18 0.38 0.04
H 1.412381 -0.224241 -1.882628 0.09 0.21 0.28
H 0.476253 2.533283 0.187437 -0.04 0.02 0.22
H 1.684290 1.481783 -0.303124 -0.24 -0.81 -0.39
H -0.427282 -1.993104 0.806594 0.24 0.10 -0.35
H -1.628165 -0.774362 1.027216 -0.11 0.05 -0.20
H -1.920876 -2.083041 -0.103720 0.08 0.25 -0.17
H 1.451221 1.749187 2.226566 -0.08 -0.08 -0.09
H -0.128667 0.960423 2.156678 0.10 0.08 -0.07
H 1.337779 0.061479 1.744637 -0.10 0.00 0.06
```
Forces are in eV/Å.

Computed properties:
2S+1: 1
Orbital gap: 10.196 eV
Electronic energy: -460.27619 Eh
LUMO energy: 0.4846 eV